w) Below is the molecule CH5N3, with properties calculated with ωB97M-V/def2-TZVPD.

Results
Highest occupied orbital energy   -0.337 Ha
Structure (SMILES)   [H]/N=C\NN

Last column: Mulliken charge in e.
Atoms and positions in Å:
H  -2.33810  0.96884  0.19220  0.2176
N  -2.08700  -0.04552  -0.00780  -0.6233
C  -0.86721  -0.35831  -0.03367  0.1026
N  0.24763  0.40268  -0.02124  -0.1510
N  1.59223  -0.01602  -0.01156  -0.5857
H  -0.48698  -1.37612  -0.01920  0.3412
H  0.21341  1.39097  -0.34075  0.2255
H  1.85480  -0.70456  -0.68940  0.2314
H  1.87123  -0.26195  0.93141  0.2416

x) Below is the molecule CH5N3, with properties calculated with ωB97M-V/def2-TZVPD.

Results
Highest occupied orbital energy   -0.341 Ha
Structure (SMILES)   N=C(N)N

Last column: Mulliken charge in e.
Atoms and positions in Å:
N  0.05876  1.51083  0.05841  -0.6537
C  -0.10723  0.23970  -0.07478  0.5069
N  1.04846  -0.74033  0.07868  -0.5124
N  -1.30368  -0.36570  -0.02380  -0.4765
H  1.10549  1.75726  0.01354  0.1879
H  1.88664  -0.14535  -0.00056  0.2207
H  0.85017  -1.45738  -0.48222  0.2262
H  -1.48253  -1.11200  0.69489  0.2423
H  -2.05607  0.31297  -0.26417  0.2585

Short version: w) is the least stable of them.

w) Below is a structure of composition CH5N3, with properties calculated with ωB97M-V/def2-TZVPD.

Results
Highest occupied orbital energy   -0.306 Ha

Last column: Mulliken charge in e.
Atoms and positions in Å:
N  -0.45013  0.57970  1.30908  -0.5676
C  0.03465  -0.12086  -0.01504  0.3191
N  0.10832  -1.42990  0.19736  -0.6866
N  0.15864  0.51591  -1.27582  -0.4985
H  -0.25705  -0.25184  1.87627  0.3888
H  0.32123  1.22777  1.50372  0.2360
H  -0.90066  -1.18636  -0.24459  0.2384
H  1.13566  0.78179  -1.35409  0.2820
H  -0.15064  -0.11621  -1.99689  0.2884

x) Below is a cluster of 2 separate species, CH5N3 in total, with properties calculated with ωB97M-V/def2-TZVPD.

Results
Highest occupied orbital energy   -0.318 Ha

Last column: Mulliken charge in e.
Atoms and positions in Å:
C  -2.39252  -0.28929  0.66329  -0.3252
N  1.96269  -0.24486  0.42240  -0.6413
N  -1.05966  1.22823  -0.63343  -0.4444
N  -1.70839  0.42707  -0.14164  0.3416
H  -1.77157  -1.00920  1.24235  0.1904
H  -3.51946  -0.31486  0.63001  0.2430
H  2.28578  -0.94029  -0.19124  0.2104
H  1.01841  -0.33056  0.73660  0.1828
H  2.51645  -0.31107  1.37244  0.2427

Short version: w) is the least stable of them.

w) Below is the molecule CH5N3, with properties calculated with ωB97M-V/def2-TZVPD.

Results
Highest occupied orbital energy   -0.314 Ha
Structure (SMILES)   N=C(N)N

Last column: Mulliken charge in e.
Atoms and positions in Å:
N  -0.74332  -0.92281  0.91939  -0.7057
C  -0.08802  -0.15736  0.12027  0.5691
N  0.08331  1.20369  0.23229  -0.4621
N  0.45010  -0.81667  -0.92086  -0.4247
H  -1.18982  -0.30277  1.55008  0.1584
H  -0.10591  1.37920  1.30212  0.2173
H  0.50698  1.89926  -0.45656  0.2245
H  0.90663  -0.52149  -1.80993  0.1819
H  0.18005  -1.76105  -0.93678  0.2414

x) Below is a cluster of 2 separate species, CH5N3 in total, with properties calculated with ωB97M-V/def2-TZVPD.

Results
Highest occupied orbital energy (spin up / spin down)   -0.302 / -0.314 Ha

Last column: Mulliken charge in e.
Atoms and positions in Å:
C  -1.40851  -0.18872  0.19629  -0.6398
N  2.24587  0.21923  -0.26537  -0.2254
N  1.45293  -0.48049  0.29162  -0.0193
N  -0.27902  0.59783  0.33962  -0.5149
H  -1.38345  -0.90260  0.91190  0.2769
H  -2.37632  0.35724  0.17652  0.2757
H  -1.39887  -0.63156  -0.75766  0.3050
H  3.09752  -0.14269  -0.45449  0.2394
H  0.04984  1.17177  -0.43842  0.3025

Short version: x) is the least stable of them.

w) Below is a cluster of 13 separate species, C6H40N2O12 in total, with properties calculated with ωB97M-V/def2-TZVPD.

Results
Highest occupied orbital energy   -0.319 Ha

Last column: Mulliken charge in e.
Atoms and positions in Å:
C  0.36909  1.77244  1.02625  -0.3356
N  -0.09600  1.12693  -0.16729  0.4980
C  -0.13747  -0.35974  0.05152  0.1282
C  0.87925  -1.13746  -0.98361  0.0358
C  0.69313  -0.62089  -2.42295  -0.7703
N  1.69102  -1.21379  -3.40351  -0.6278
C  -1.43834  -1.09487  0.00622  -1.4836
C  0.22596  3.32863  1.06434  -1.5251
H  -0.35117  1.39932  1.82584  0.3193
H  1.32914  1.49487  1.46933  0.5092
H  -1.03197  1.40286  -0.37854  0.1128
H  0.40443  -0.59489  0.96334  -0.0764
H  1.88503  -0.75099  -0.66505  -0.0064
H  0.50952  -2.17154  -0.83786  0.4719
H  -0.23347  -0.68932  -3.07400  0.4487
H  0.65881  0.46948  -2.21599  -0.0028
H  1.68298  -2.24558  -3.39032  0.3572
H  2.61624  -0.91825  -3.05718  0.3161
H  -1.95113  -1.47817  -0.87740  0.2716
H  -1.62434  -1.71486  0.93375  0.7205
H  -2.31924  -0.39626  0.11629  0.3694
H  0.96757  3.78365  0.43565  0.2926
H  -0.76962  3.67524  0.61893  0.2986
H  0.26934  3.72335  2.09266  0.3330
H  1.33856  2.02784  -1.37093  0.3427
H  2.35125  2.81429  -0.40879  0.3051
O  2.26145  2.32425  -1.22315  -0.8045
H  -1.68100  0.72151  -3.56566  0.5142
H  -1.54259  0.16605  -2.19332  0.3323
O  -2.26380  0.40748  -2.79859  -0.8235
H  0.16010  1.63260  -4.30735  0.3303
H  0.23673  0.16762  -4.84322  0.3376
O  -0.37755  0.88340  -4.60926  -0.7419
H  -2.56292  2.08935  2.36832  0.2752
H  -3.13159  1.63189  0.86332  0.2326
O  -2.49067  1.44244  1.66114  -0.5391
H  2.78485  -0.93663  1.66347  0.2576
H  2.00499  -1.44596  2.82935  0.2621
O  1.98321  -0.72728  2.19445  -0.6047
H  1.27249  -4.40429  0.93179  0.3071
H  1.41413  -3.92365  2.31551  0.3071
O  0.75243  -4.34114  1.73355  -0.6182
H  0.08787  -0.41054  3.90024  0.3908
H  -0.36240  -1.78473  3.71578  0.3403
O  0.32507  -1.30570  4.19904  -0.7006
H  -3.20755  1.18051  -1.93725  0.3547
H  -4.56005  0.85603  -1.39299  0.2950
O  -3.81951  1.40501  -1.12338  -0.7140
H  1.50820  0.75882  3.18619  0.2574
H  1.51107  1.69121  4.37820  0.2984
O  0.93033  1.32402  3.71008  -0.6037
H  -1.38601  -3.71443  -3.13445  0.3182
H  -0.13999  -2.85546  -3.35035  0.2879
O  -0.48352  -3.59908  -2.82211  -0.6104
H  -3.36578  -0.73097  3.64731  0.2444
H  -2.42837  -0.57323  2.56375  0.3162
O  -2.47309  -1.01848  3.42601  -0.6523
H  3.02584  0.70686  -0.11299  0.2650
H  4.40052  0.65338  0.55167  0.3079
O  3.69856  0.09684  0.22425  -0.7219

x) Below is a cluster of 13 separate species, C6H40N2O12 in total, with properties calculated with ωB97M-V/def2-TZVPD.

Results
Highest occupied orbital energy   -0.322 Ha

Last column: Mulliken charge in e.
Atoms and positions in Å:
C  -0.39746  -1.66201  2.12650  -1.3091
C  -1.29436  -0.77868  1.17734  -0.2987
C  -1.45762  -1.36775  -0.28758  0.9209
C  -2.06807  -0.37341  -1.35165  -1.5608
C  -0.24684  -2.11622  -0.85402  -0.7714
N  -0.50728  0.52474  1.16194  0.2433
C  -1.10522  1.49126  2.14307  -0.7892
N  -1.12830  2.85928  1.64501  -0.4488
H  0.20043  -1.04803  2.85276  0.2741
H  -1.00502  -2.37425  2.72641  0.3457
H  0.19364  -2.29924  1.50954  0.1974
H  -2.32578  -0.44721  1.60222  0.6752
H  -2.19585  -2.06076  -0.01678  0.5886
H  -1.69997  -0.63226  -2.32145  0.5045
H  -1.89724  0.55379  -0.90452  0.3967
H  -3.17238  -0.40934  -1.43665  -0.0061
H  -0.58692  -3.17183  -0.98821  0.2671
H  0.21199  -1.87542  -1.81900  -0.1249
H  0.66713  -2.22027  -0.19011  0.0657
H  0.46641  0.43490  1.57280  0.1339
H  -2.16158  1.20452  2.36305  0.3428
H  -0.74677  1.44640  3.17658  0.3912
H  -1.22824  2.90865  0.65253  0.0730
H  -0.21238  3.30187  1.68649  0.2410
H  2.30111  2.44683  0.02582  0.2944
H  2.94449  2.32024  -1.37760  0.3058
O  3.15991  2.52770  -0.44879  -0.6496
H  -3.57876  -3.28913  -2.35720  0.2770
H  -4.00256  -1.58454  -2.28086  0.2969
O  -3.50634  -2.36974  -2.17203  -0.5875
H  3.43869  0.79426  0.95752  0.4064
H  4.57467  1.61104  1.73907  0.2686
O  3.96782  0.87451  1.74194  -0.6833
H  -3.10823  4.14365  0.63013  0.3053
H  -3.36579  3.85554  2.07984  0.3207
O  -3.80415  3.81917  1.21506  -0.7048
H  2.14625  -3.36741  2.72996  0.2583
H  1.71822  -3.39435  4.12261  0.2801
O  1.94721  -2.76057  3.43780  -0.5763
H  0.19837  0.99536  -0.87907  0.2327
H  0.93562  0.24470  -2.09511  0.3179
O  0.64974  1.07061  -1.70737  -0.5881
H  -1.23559  2.63207  -2.49003  0.3434
H  0.06585  3.46691  -2.28345  0.3405
O  -0.88788  3.54578  -2.54289  -0.6953
H  4.08787  -1.02580  0.10445  0.2605
H  4.59349  -1.97198  -0.87452  0.2881
O  4.13002  -1.13312  -0.85737  -0.5710
H  2.05581  -0.16357  -3.78913  0.2804
H  2.76442  -0.81477  -2.61002  0.3270
O  1.99674  -0.95967  -3.24432  -0.6589
H  1.27411  -4.03733  -3.67448  0.3014
H  0.52892  -2.77277  -3.77633  0.2793
O  0.42091  -3.67633  -3.43352  -0.6183
H  -2.60854  3.09576  -0.99016  0.1852
H  -3.74835  2.48109  -0.14384  0.4060
O  -3.29688  2.45212  -1.02745  -0.6109
H  2.79481  0.24134  3.03084  0.3177
H  2.16370  -1.02037  3.71409  0.3208
O  1.98206  -0.16600  3.30016  -0.6224

Short version: x) is the least stable of them.